Entry 1:
Computed, not measured: a 3-piece molecular cluster, C39H76F5N5O12PS2 overall in a non-equilibrium geometry, with wB97M-V/def2-TZVPD.

Its LUMO energy (alpha / beta) is -0.140 / -0.140 Ha. The HOMO-LUMO gap (alpha / beta) is 6.22 / 6.53 eV. The expectation value of S² is 2.01. The spin multiplicity is 3. The charge is +1. The total energy comes out at -4344.6755 a.u.

Cartesian coordinates (Å):
C 3.54568 2.85167 7.34871
H -4.80990 -4.99995 -0.35395
H 1.54565 6.03634 0.59473
O 4.00434 2.29617 1.11446
F 1.21203 1.05248 -1.33949
H 2.65943 3.73312 -0.42911
C -3.02911 -2.38904 -4.33130
H -0.75346 3.27154 1.41121
H 2.74608 -2.05103 -6.37156
H -1.39681 -0.79469 -9.14319
H -0.60589 2.53718 -1.55585
H 3.47900 0.31707 0.93288
O -3.68831 -0.79746 0.37884
C 2.62142 5.96984 5.24374
H -1.07062 -2.23295 -1.16422
H -4.15730 -0.73389 3.13844
N -3.43943 -0.17623 3.58422
H 3.31988 0.96415 2.61939
C 1.74733 -3.90225 -10.54408
H 3.52495 4.94827 0.48059
C -2.12179 -0.46044 3.08164
C 0.96583 1.71363 5.96534
H -1.02534 1.80697 3.32832
H 1.46806 -1.08875 -5.64423
H 1.87087 -3.43544 -11.52104
H 0.87490 3.93465 7.34518
H -3.45801 -0.20897 4.59174
C 1.07567 4.74875 6.65251
H 0.96949 -4.65630 -10.65630
F 1.01192 0.27708 1.01336
C -4.88306 -1.55204 0.44192
N -2.19016 -2.27191 1.41283
H 0.13651 -2.74792 -4.97037
H 3.38891 0.83688 6.60742
C -0.41821 -1.17489 -8.84228
H -5.67280 -0.89437 0.04117
O 3.14057 3.71269 3.91372
H 0.62100 4.29658 -1.02663
H 1.10681 5.65126 7.26295
H -4.91671 -2.93748 -1.33641
N 1.31536 -3.43837 -8.12695
C 0.42630 -3.40613 -5.79283
H -2.91133 1.22273 -0.50811
H 3.48652 3.76551 2.50412
P -0.20702 -2.42595 3.38609
H 1.29461 -3.97931 -5.46362
C -0.24258 3.05948 0.46474
F 0.35945 -1.64290 0.60773
C -5.15591 -2.89568 -0.26736
H 0.82649 0.63047 5.93310
C 2.38866 4.58699 5.86002
C -4.61532 -4.19783 0.37646
H -1.92526 -4.96436 4.80010
H 2.19250 2.66008 2.04291
C 1.79034 -1.56411 -6.57280
C -1.38470 0.05511 0.59952
H -1.95339 3.22473 -0.76296
H -0.40271 -4.09890 -5.94292
O -3.00206 -2.74553 -3.00325
C 0.74073 -2.58904 -7.04837
F 0.08879 -0.54776 -2.23771
O 0.32516 -3.68061 2.52341
C -2.37536 -1.21836 0.40170
H 4.46110 2.67502 7.91671
N -1.68644 0.55036 1.99062
H 1.84461 6.21426 4.51630
C 1.39783 -2.84463 -9.49359
O -3.80211 -1.63281 -4.73115
C -2.84447 -1.53980 -2.19031
O -0.17642 -2.91011 4.90424
O -3.08700 -2.46963 5.23548
H 3.29588 1.27441 3.50471
C 2.36898 1.15995 4.06940
H 4.49882 4.46613 6.31609
H 0.28452 -2.26555 5.45877
H 0.22263 4.84516 5.97715
H 2.68186 -4.40778 -10.29382
H 0.70704 2.55399 0.64079
C -1.16661 2.46875 -0.61291
H -1.73064 0.61103 -1.48681
H -4.05373 1.45036 1.43450
C 0.71309 -0.14746 -1.15151
H -2.27606 -0.84629 -2.82095
C 3.46117 1.84881 6.20028
H 1.96049 -0.75120 -7.27351
H -0.68093 -2.89677 -10.09160
C -2.11369 -2.00614 -0.93467
C 1.37249 4.98338 0.84597
O -4.42112 -3.06320 3.43178
H -1.87872 -4.94852 2.97275
H 3.51121 4.97916 7.66351
O -0.64784 1.26551 2.60975
H -2.53123 -3.00769 -0.75306
C 3.54473 4.28507 6.82095
H -2.27834 -2.84409 -4.99580
H 1.09035 4.89053 1.90337
H 0.23458 -0.30054 -8.77056
H -1.36814 -2.57526 -7.53274
H 2.60279 6.73568 6.01903
H -0.81565 -1.12150 -6.72867
C -1.95200 -1.95924 2.78196
C -2.45765 -4.72594 3.87689
C -0.53734 -1.86210 -7.48470
C 3.90095 0.99899 1.68568
H -1.57359 -3.01193 1.10069
H -1.53424 -0.30602 3.99162
C 0.09518 -2.14854 -9.90059
C -1.83182 1.06820 -0.49417
F 1.83079 -0.90058 -1.11386
H 2.33944 0.12541 4.40318
H 3.58923 6.04848 4.75080
H 4.91785 0.66237 1.93171
C 3.06129 3.21128 1.64929
C 2.28222 2.11392 5.25977
S -3.05676 -3.00956 3.90049
H -3.54037 -4.22231 0.55811
C 2.56529 -1.83528 -9.57563
C 2.69845 4.23082 0.54973
C 0.19016 4.48252 -0.03044
H -3.34869 -5.36052 3.84219
H -3.84848 -1.13467 -2.04821
H 0.24136 -1.61502 -10.84232
H 0.93905 1.97531 7.02065
C 0.07001 -0.35170 0.27753
S -2.94530 1.89401 2.07491
O 0.68988 -1.28045 3.26781
H 1.19425 -3.38431 2.20147
H 3.43108 -2.18513 -9.01153
H -5.20436 -4.48395 1.25089
O 0.60849 -4.52235 -8.19869
H 4.39859 1.88387 5.63669
H 2.88860 -1.70382 -10.60825
N 2.22271 3.53579 4.81335
H -6.24923 -3.00841 -0.23169
H 2.72197 2.70489 8.05350
H 1.53145 1.31028 3.38540
H 2.30307 -0.83764 -9.22781
H -0.64635 5.18595 -0.06808
H 0.09903 2.16463 5.47318
H -5.23804 -1.68643 1.47957

=====

Entry 2:
Computed, not measured: one molecule with the formula C5H13N in a non-equilibrium geometry, with wB97M-V/def2-TZVPD.

Its LUMO energy is 0.041 Ha. The HOMO-LUMO gap is 10.45 eV. The spin multiplicity is 1. The total energy comes out at -253.0585 a.u. The value obtained for the energy relative to the best compared isomer or geometry (same formula, charge and spin) is 12.10 kJ/mol.

Cartesian coordinates (Å):
H -2.81057 0.10606 0.10866
H 1.49467 -1.09689 -1.85073
H 2.23111 0.06408 0.64870
H -1.91822 -1.08425 -0.77573
H -0.41878 -1.50001 1.22844
H -1.41733 -0.33338 2.16827
H -0.79754 1.43123 0.48707
C 1.79961 0.84645 0.02992
H -2.05741 0.50702 -1.51067
C -0.69342 0.38306 0.20634
H 1.55670 1.64757 0.72538
C 0.55475 0.29136 -0.68077
C -0.58192 -0.44949 1.47606
H 0.29532 -0.16401 2.07749
N 0.73714 -1.08147 -1.17515
H 2.57149 1.20570 -0.64235
C -1.96022 -0.01884 -0.56714
H 1.05716 -1.66376 -0.40679
H 0.35745 0.90958 -1.54699

=====

Entry 3:
Computed, not measured: C25H29AsBrFeN4O3S as an isolated structure, with wB97M-V/def2-TZVPD.

Its LUMO energy is -0.123 Ha. The HOMO-LUMO gap is 6.61 eV. The spin multiplicity is 1. The charge is +1. The total energy comes out at -7886.2912 a.u. The value obtained for the energy relative to the best compared isomer or geometry (same formula, charge and spin) is 0.00 kJ/mol.

Cartesian coordinates (Å):
C 1.26052 1.54889 1.71380
C 0.77339 0.11018 -5.00610
H 4.66966 2.37653 -0.35195
N -0.73081 2.53118 -1.96826
H -2.01296 -3.30697 3.03334
C -1.62768 3.43675 -2.25923
O 0.04781 1.36541 1.34197
C 0.21401 -1.04372 4.58022
H 2.04424 -3.80731 -1.15255
H 1.09623 3.12829 3.10908
C -0.18403 1.02984 -5.31768
C -2.14508 3.64577 -3.55807
H 1.19183 -0.52679 -5.77347
C -3.29107 0.84774 1.69488
C -0.06446 -3.85689 2.23960
H 0.89901 -4.87291 -1.88788
C -0.71962 1.86947 -4.31050
C -0.26847 1.74913 -2.98070
H -2.06341 2.98481 -5.58625
C -1.39880 -3.12162 2.14950
O 0.51903 -1.97637 -0.71716
As -1.23527 -1.18930 1.95799
C 3.15737 2.85346 2.61637
H -2.88342 4.41761 -3.72401
H 0.11818 -2.10849 4.79355
H 0.25714 -0.52600 5.53909
C 4.00962 2.04857 0.44437
H -2.68322 1.31184 0.91728
C 1.23383 -0.01433 -3.67594
C 2.40064 1.12311 -1.16670
H -1.90534 -0.76578 4.28683
N 1.20324 0.66680 -1.33959
H -4.33473 1.09673 1.50217
H -1.97879 4.04826 -1.43447
C -1.69415 2.86125 -4.57542
C 0.19381 -3.02210 -1.29843
H 2.93801 1.57501 -2.00027
H -1.97259 -3.46650 1.28604
N -1.07357 -3.28065 -1.69326
O -2.32887 -0.13767 -1.55731
N 1.13103 -3.95759 -1.54637
H -0.54016 1.13807 -6.33444
C 2.19382 0.53436 1.16884
C 0.72591 0.77605 -2.68345
H -0.22243 -4.93584 2.25215
H 1.99190 -0.74793 -3.42811
C -1.46235 -0.07664 -0.83384
Br 5.88639 3.35887 2.09732
H -1.28322 -4.05935 -2.29307
H -3.49200 -1.15541 0.85897
C 1.78816 2.54750 2.51145
C -0.97016 -0.52318 3.77577
H 1.15888 -0.87983 4.06962
Fe 0.08004 -0.24581 0.16816
H -3.00749 1.31714 2.63657
H -3.65370 -1.08724 2.60393
H -1.73736 -2.52679 -1.67476
H 0.58129 -3.61969 1.39229
H 3.42594 3.49429 3.44820
C 4.18421 2.60148 1.71912
C 2.98287 1.18882 0.13271
C -3.10635 -0.66801 1.75753
H 0.48113 -3.59294 3.14407
S 2.16144 -1.04497 1.51487
H -0.92904 0.56138 3.67162

=====

Entry 4:
Computed, not measured: one molecule with the formula C8H7F3N2 in a non-equilibrium geometry, with wB97M-V/def2-TZVPD.

Its LUMO energy is -0.005 Ha. The HOMO-LUMO gap is 8.73 eV. The spin multiplicity is 1. The total energy comes out at -718.0305 a.u. The value obtained for the energy relative to the best compared isomer or geometry (same formula, charge and spin) is 238.06 kJ/mol.

Cartesian coordinates (Å):
F 1.28150 1.14739 2.41314
F -0.85349 1.09515 2.04060
C -0.76500 -0.06720 -1.70616
H -0.02644 -2.13088 1.57475
C -2.54393 -0.97797 -0.42205
H 0.36655 1.05830 -3.07495
C 1.46957 -0.28914 -0.16361
H -1.11073 -0.73150 -2.42163
C 1.57841 0.57683 -1.31421
H -1.46962 0.58057 0.24228
F 0.48563 2.14825 0.76112
C 0.38425 0.67554 -1.99264
H 2.14153 -1.08743 -0.34391
H 2.60137 0.98419 -1.51225
N 0.42545 -1.25375 1.79016
C 0.33663 1.03270 1.47419
H 0.04570 -0.82106 2.63294
C 0.60159 -0.28797 0.83244
C -1.36158 -0.20661 -0.49637
N -3.58741 -1.44541 -0.31384

=====

Q: Number 1 is which compound?
A: C39H76F5N5O12PS2